DFT (ωB97M-V/def2-TZVPD) results for a 8-piece molecular cluster, C28H79N14O8P3 overall in a non-equilibrium geometry.

For the frontier orbital gap, the calculation gives 8.41 eV. As for the SMILES: CN(C)P(=O)(N(C)C)N(C)C.CN(C)P(=O)(N(C)C)N(C)C.CN(C)P(=O)(N(C)C)N(C)C.CC(N)=O.CC(N)=O.CC(N)=O.CC(N)=O.CC(N)=O. The molecular weight is 833.0 g mol⁻¹.

```
! wB97M-V def2-TZVPD RIJCOSX def2/J DEFGRID3
* xyz 0 1
C -3.587 -0.934 0.290
N -4.014 -2.255 0.778
C -3.298 -3.356 0.071
P -3.833 -2.422 2.433
O -2.453 -2.463 3.021
N -4.760 -1.190 3.134
C -4.088 -0.143 3.886
C -6.162 -0.895 2.778
N -4.680 -3.829 2.693
C -5.968 -4.124 2.105
C -4.235 -4.673 3.780
H -3.747 -0.881 -0.793
H -2.537 -0.800 0.403
H -4.167 -0.155 0.822
H -2.214 -3.314 0.321
H -3.439 -3.119 -0.981
H -3.790 -4.296 0.357
H -3.151 -0.588 4.316
H -3.774 0.651 3.275
H -4.755 0.209 4.675
H -6.841 -1.643 3.314
H -6.449 0.126 3.160
H -6.350 -0.983 1.653
H -6.096 -5.178 2.048
H -6.790 -3.651 2.621
H -6.005 -3.792 1.073
H -4.837 -4.567 4.778
H -3.196 -4.389 3.890
H -4.277 -5.756 3.461
C 0.868 1.960 -3.097
N -0.399 2.762 -3.053
C -0.495 3.420 -4.303
P -1.661 2.205 -2.054
O -1.520 0.789 -1.831
N -1.572 3.095 -0.679
C -1.348 4.460 -0.625
C -2.042 2.569 0.592
N -3.080 2.592 -2.911
C -3.477 1.649 -3.916
C -4.311 2.994 -2.119
H 0.683 1.008 -3.670
H 1.272 1.696 -2.108
H 1.592 2.525 -3.681
H -0.632 2.748 -5.190
H 0.450 3.948 -4.461
H -1.264 4.206 -4.303
H -0.500 4.664 0.067
H -0.999 4.838 -1.545
H -2.206 4.955 -0.171
H -2.622 3.401 1.032
H -2.616 1.626 0.486
H -1.257 2.278 1.305
H -2.569 1.212 -4.397
H -4.171 0.794 -3.489
H -4.030 2.130 -4.697
H -4.485 2.286 -1.341
H -5.168 2.993 -2.794
H -4.184 3.997 -1.616
C 4.377 2.046 -0.362
N 4.094 3.118 0.602
C 2.808 2.975 1.325
P 4.996 4.401 0.840
O 4.651 4.964 2.138
N 6.571 3.935 0.550
C 6.999 3.012 1.646
C 7.464 4.931 0.048
N 4.665 5.535 -0.317
C 3.580 6.500 0.022
C 4.748 5.212 -1.771
H 3.389 1.584 -0.689
H 4.937 1.206 0.186
H 4.949 2.366 -1.178
H 1.992 2.769 0.591
H 2.560 3.818 1.979
H 2.730 2.038 1.953
H 7.873 2.425 1.275
H 7.313 3.476 2.543
H 6.217 2.354 1.825
H 7.055 5.433 -0.840
H 7.672 5.602 0.857
H 8.419 4.459 -0.144
H 3.661 7.258 -0.835
H 2.547 6.092 0.008
H 3.840 6.870 1.045
H 3.837 4.749 -2.156
H 5.517 4.518 -2.043
H 4.995 6.072 -2.311
C -0.706 -3.392 -4.954
C -0.303 -2.291 -4.069
N -1.219 -1.727 -3.155
O 0.863 -1.996 -3.993
H -0.039 -4.202 -4.659
H -0.641 -3.007 -6.012
H -1.769 -3.699 -4.920
H -0.851 -0.948 -2.648
H -2.212 -1.586 -3.511
C 0.984 -1.033 4.980
C 0.651 0.363 5.536
N 0.045 1.157 4.604
O 0.868 0.763 6.661
H 1.866 -1.347 5.525
H 1.256 -0.924 3.939
H 0.093 -1.723 5.149
H -0.272 2.102 4.760
H 0.088 0.904 3.616
C -0.164 -5.523 1.759
C 0.929 -5.273 0.822
N 1.952 -6.157 0.796
O 0.959 -4.271 0.157
H -1.161 -5.484 1.346
H -0.278 -4.746 2.467
H -0.185 -6.398 2.410
H 1.822 -7.031 1.196
H 2.354 -6.256 -0.136
C 2.894 -5.920 -4.333
C 2.756 -5.583 -2.874
N 2.331 -4.357 -2.636
O 2.954 -6.448 -1.992
H 1.936 -6.366 -4.677
H 3.677 -6.660 -4.515
H 3.099 -5.003 -4.834
H 1.977 -4.192 -1.724
H 2.168 -3.604 -3.312
C 1.634 -0.759 0.102
C 0.678 -0.619 1.259
N 0.000 -1.738 1.508
O 0.667 0.431 1.895
H 1.154 -0.089 -0.682
H 1.843 -1.764 -0.237
H 2.550 -0.354 0.465
H -0.700 -1.753 2.244
H 0.232 -2.607 1.096
*
```